# C2HO3Yb

A molecular structure, C2HO3Yb (ωB97M-V/def2-TZVPD, the Open Molecules 2025 dataset).

```
! RIJCOSX wB97M-V def2-TZVPD def2/J DEFGRID3
* xyz 2 2
H -1.327 2.344 -0.032
O 0.576 1.545 0.054
O -1.465 -1.745 0.117
O 0.783 -1.697 -0.119
C -0.609 1.528 0.198
C -0.340 -2.042 -0.014
Yb 2.381 0.068 -0.205
*
```

Output
LUMO energy (alpha / beta) in eV: -10.00 / -10.01
F_max in eV/Å: 5.84
HOMO-LUMO gap (alpha / beta) in eV: 8.0 / 9.8
E_tot in eV: -39742.4087
E_HOMO (alpha / beta) in eV: -18.03 / -19.78

The net atomic charges from Löwdin, expressed in e, are:
1. H 0.130
2. O -0.119
3. O 0.305
4. O 0.019
5. C 0.132
6. C -0.262
7. Yb 1.795